Entry from the OMol25 dataset: a 2-piece molecular cluster, C10H19O2S3 overall in a non-equilibrium geometry (ωB97M-V with the def2-TZVPD basis set).

Atoms and positions in Å:
C1 -0.835 -3.538 2.908
C2 -0.598 -2.057 2.756
O1 -1.450 -1.659 1.626
C3 -1.341 -0.397 1.144
C4 -2.184 -0.228 -0.045
S1 -3.040 1.218 -0.087
C5 -1.785 2.320 -0.795
C6 -4.325 1.093 -1.370
O2 -0.575 0.464 1.597
H1 -0.118 -3.952 3.614
H2 -1.836 -3.702 3.312
H3 -0.749 -4.073 1.961
H4 -0.947 -1.528 3.653
H5 0.470 -1.856 2.562
H6 -2.502 -1.110 -0.620
H7 -0.962 2.337 -0.068
H8 -1.428 1.942 -1.764
H9 -2.268 3.303 -0.893
H10 -5.223 0.684 -0.888
H11 -4.534 2.120 -1.688
H12 -4.014 0.468 -2.216
C7 4.245 0.573 -1.114
C8 3.476 1.507 -0.190
S2 1.895 0.918 0.479
C9 1.027 0.305 -0.844
S3 1.752 -0.594 -2.053
C10 3.450 0.040 -2.302
H13 5.112 1.129 -1.513
H14 4.648 -0.273 -0.531
H15 4.073 1.656 0.725
H16 3.281 2.487 -0.646
H17 -0.050 0.435 -0.904
H18 3.339 0.795 -3.097
H19 3.994 -0.829 -2.711

The value obtained for the orbital gap is 5.115 eV. As for the charge: +1. Its HOMO energy is -10.429 eV.


Entry from the OMol25 dataset: a 2-piece molecular cluster, C10H19O3Si overall in a non-equilibrium geometry (ωB97M-V with the def2-TZVPD basis set).

Atoms and positions in Å:
C1 2.286 1.376 -0.211
C2 4.073 -0.174 0.327
C3 1.157 1.405 -1.021
C4 2.184 -1.791 -1.483
C5 2.226 -2.211 1.041
C6 -3.693 -0.288 -0.970
C7 -3.256 0.161 2.080
C8 -2.400 2.318 0.015
C9 1.945 -1.173 -0.076
C10 2.854 0.009 -0.048
O1 5.257 -0.184 0.399
O2 2.738 2.335 0.426
O3 -1.001 -0.218 0.292
Si1 -2.434 0.419 0.406
H1 1.156 0.639 -1.900
H2 0.897 2.464 -1.358
H3 0.274 1.050 -0.254
H4 1.937 -1.099 -2.263
H5 3.355 -1.881 -1.706
H6 1.814 -2.744 -1.603
H7 3.289 -2.403 1.164
H8 1.614 -2.005 1.930
H9 1.859 -3.068 0.693
H10 -3.208 0.171 -1.754
H11 -3.751 -1.313 -0.741
H12 -4.589 0.198 -0.741
H13 -3.603 1.160 2.387
H14 -4.097 -0.460 1.952
H15 -2.488 -0.099 2.941
H16 -3.296 2.806 0.298
H17 -1.863 3.033 0.660
H18 -2.101 2.486 -0.955
H19 0.865 -0.921 0.073

The value obtained for the orbital gap is 7.915 eV. As for the charge: -1. Its HOMO energy is -4.710 eV.


Entry from the OMol25 dataset: C10H20AuF3IO7PS as an isolated structure (ωB97M-V with the def2-TZVPD basis set).

Atoms and positions in Å:
Au1 -0.961 1.192 2.172
C1 -3.450 -2.053 -0.252
C2 -2.639 -0.954 -0.937
C3 -2.772 -1.088 -2.451
C4 -3.132 0.417 -0.492
O1 -1.237 -1.066 -0.684
P1 -0.560 -1.686 0.657
O2 -0.739 -3.159 0.674
O3 -1.014 -0.921 1.878
O4 0.949 -1.229 0.408
C5 1.800 -1.495 -0.711
C6 1.698 -0.320 -1.676
C7 3.203 -1.582 -0.124
C8 1.445 -2.804 -1.415
H1 -4.508 -1.925 -0.495
H2 -3.321 -1.998 0.830
H3 -3.109 -3.038 -0.570
H4 -3.819 -1.002 -2.752
H5 -2.382 -2.055 -2.775
H6 -2.197 -0.300 -2.943
H7 -4.169 0.561 -0.807
H8 -2.513 1.205 -0.924
H9 -3.070 0.516 0.593
H10 1.881 0.614 -1.142
H11 0.698 -0.279 -2.108
H12 2.436 -0.430 -2.477
H13 3.467 -0.636 0.351
H14 3.927 -1.810 -0.910
H15 3.232 -2.372 0.630
H16 0.452 -2.744 -1.864
H17 1.428 -3.629 -0.703
H18 2.184 -2.997 -2.197
I1 -1.962 4.338 0.873
C9 -1.171 3.167 2.559
H19 -1.882 3.434 3.338
H20 -0.227 3.668 2.760
F1 3.207 4.638 0.881
C10 3.023 3.830 1.943
F2 2.189 4.470 2.781
F3 4.216 3.756 2.574
S1 2.410 2.148 1.442
O5 1.401 2.456 0.457
O6 3.628 1.563 0.907
O7 1.960 1.602 2.701

The value obtained for the orbital gap is 6.450 eV. As for the charge: -2. Its HOMO energy is -1.951 eV.


Entry from the OMol25 dataset: C10H20Cl10 as an isolated structure in a non-equilibrium geometry (ωB97M-V with the def2-TZVPD basis set).

Atoms and positions in Å:
Cl1 -12.329 -16.545 5.320
C1 -12.466 -16.612 7.115
C2 -12.285 -15.191 7.786
Cl2 -13.890 -14.295 7.848
H1 -11.685 -17.235 7.549
H2 -13.380 -17.087 7.470
H3 -11.459 -14.550 7.479
H4 -12.132 -15.412 8.842
Cl3 -10.205 -14.312 3.380
C3 -11.874 -14.519 3.922
C4 -11.980 -14.020 5.353
Cl4 -11.908 -12.240 5.478
H5 -12.073 -15.589 3.864
H6 -12.477 -13.897 3.260
H7 -11.119 -14.402 5.903
H8 -12.850 -14.335 5.929
Cl5 -5.025 -13.498 2.020
C5 -6.381 -14.560 2.365
C6 -6.066 -15.543 3.517
Cl6 -4.910 -16.846 2.955
H9 -6.646 -15.042 1.424
H10 -7.235 -13.898 2.508
H11 -6.991 -16.005 3.861
H12 -5.551 -15.025 4.327
Cl7 -4.074 -19.394 5.630
C7 -4.689 -19.043 3.993
C8 -6.234 -18.714 4.034
Cl8 -6.590 -17.310 5.173
H13 -4.561 -19.915 3.352
H14 -4.099 -18.203 3.625
H15 -6.809 -19.542 4.447
H16 -6.583 -18.497 3.024
Cl9 -10.192 -15.137 6.728
C9 -8.783 -16.152 6.222
C10 -7.678 -15.398 5.506
Cl10 -8.381 -14.651 4.035
H17 -9.176 -16.992 5.649
H18 -8.304 -16.522 7.128
H19 -6.813 -16.035 5.322
H20 -7.213 -14.678 6.179

The value obtained for the orbital gap is 7.460 eV. Its HOMO energy is -7.324 eV.


Entry from the OMol25 dataset: C10H20Cl10N3O9V as an isolated structure in a non-equilibrium geometry (ωB97M-V with the def2-TZVPD basis set).

Atoms and positions in Å:
V1 0.079 -2.894 2.049
N1 -1.917 -4.621 1.341
O1 -2.085 -3.668 2.169
O2 -2.683 -5.501 1.127
O3 -0.721 -4.586 0.836
N2 -0.039 -0.791 0.375
O4 -0.867 -1.775 0.404
O5 -0.136 0.144 -0.371
O6 0.936 -0.968 1.196
N3 -0.211 -1.134 4.296
O7 -1.002 -1.561 3.360
O8 -0.593 -0.590 5.273
O9 1.005 -1.388 4.032
Cl1 3.959 -0.385 3.700
C1 4.600 -0.982 2.161
C2 3.918 -0.246 1.027
Cl2 4.477 -0.732 -0.581
H1 4.425 -2.057 2.124
H2 5.676 -0.823 2.136
H3 4.156 0.810 1.154
H4 2.841 -0.382 1.055
Cl3 -1.225 2.282 3.030
C3 -0.293 2.691 1.550
C4 1.059 2.013 1.532
Cl4 2.209 2.811 2.652
H5 -0.163 3.764 1.606
H6 -0.887 2.434 0.678
H7 1.476 2.239 0.551
H8 1.022 0.961 1.788
Cl5 2.949 -1.506 -3.520
C5 1.198 -1.239 -3.552
C6 0.401 -2.504 -3.615
Cl6 0.747 -3.522 -2.177
H9 0.910 -0.614 -4.393
H10 0.955 -0.739 -2.621
H11 0.620 -3.135 -4.474
H12 -0.672 -2.331 -3.671
Cl7 0.389 4.337 -1.127
C7 0.280 2.970 -2.268
C8 -1.113 2.808 -2.828
Cl8 -1.684 4.266 -3.654
H13 0.705 2.063 -1.842
H14 0.957 3.204 -3.092
H15 -1.841 2.586 -2.048
H16 -1.140 1.925 -3.471
Cl9 -3.755 0.181 1.573
C9 -3.461 0.518 -0.167
C10 -4.684 1.111 -0.805
Cl10 -4.434 1.200 -2.582
H17 -3.225 -0.424 -0.649
H18 -2.615 1.190 -0.155
H19 -4.949 2.111 -0.476
H20 -5.553 0.481 -0.636

The value obtained for the orbital gap (spin up / spin down) is 6.553 / 7.614 eV. Its HOMO energy (spin up / spin down) is -10.430 / -10.430 eV. The spin multiplicity is 3.


Entry from the OMol25 dataset: C10H20Cl2N2SV as an isolated structure in a non-equilibrium geometry (ωB97M-V with the def2-TZVPD basis set).

Atoms and positions in Å:
V1 1.422 -0.265 -0.278
Cl1 0.679 -2.104 -1.520
Cl2 2.395 1.635 0.469
C1 2.624 -1.300 0.493
H1 3.551 -0.791 0.885
H2 2.726 -2.395 0.404
C2 -0.702 1.118 -0.955
C3 0.389 1.032 -1.721
H3 -0.700 1.819 -0.106
C4 0.510 0.360 -3.065
H4 1.297 1.583 -1.424
C5 -0.847 -0.175 -3.596
H5 0.940 1.057 -3.803
H6 1.261 -0.457 -3.071
C6 -1.894 -0.456 -2.508
H7 -1.265 0.563 -4.303
H8 -0.671 -1.095 -4.167
C7 -2.027 0.689 -1.497
H9 -2.874 -0.622 -2.974
H10 -1.659 -1.394 -1.992
H11 -2.437 1.540 -2.065
H12 -2.767 0.478 -0.712
C8 1.568 -0.273 4.503
N1 0.758 -0.991 3.494
C9 -0.113 -0.337 2.692
S1 -0.325 -0.848 1.043
N2 -0.935 0.602 3.192
C10 -1.402 0.527 4.583
H13 1.622 0.809 4.302
H14 2.583 -0.690 4.471
H15 1.160 -0.441 5.510
H16 1.267 -1.738 3.004
H17 -1.574 1.027 2.511
H18 -0.782 1.171 5.221
H19 -2.438 0.878 4.617
H20 -1.356 -0.514 4.940

The value obtained for the orbital gap (spin up / spin down) is 8.108 / 8.028 eV. Its HOMO energy (spin up / spin down) is -7.909 / -7.800 eV. The spin multiplicity is 2.